Below is a structure of composition C55H51N9O22PS, with properties calculated with wB97M-V/def2-TZVPD.

## Properties
Total charge ... +1
E_HOMO ... -10.81 eV
LUMO energy ... -3.5 eV
Total energy ... -5013.08376 a.u.
Orbital gap ... 7.263 eV
F_max ... 0.6 eV Å⁻¹

Structure (XYZ):
```
139
C55H51N9O22PS (wB97M-V/def2-TZVPD)
O 1.45 -5.17 4.97
P 2.11 -3.95 4.51
O 3.12 -4.00 3.30
O 2.91 -3.19 5.61
C 0.71 -2.87 4.02
S -0.55 -3.36 5.20
O -1.75 -2.35 5.02
H 2.79 -4.11 2.40
H 3.48 -2.45 5.35
H 0.39 -3.08 2.99
H 0.88 -1.80 4.13
H -0.98 -4.46 4.54
H -1.90 -1.97 4.12
C 5.64 -8.96 5.53
C 6.98 -9.02 5.17
C 7.57 -7.97 4.50
C 6.79 -6.87 4.20
C 5.45 -6.78 4.54
C 4.88 -7.84 5.22
N 7.41 -5.73 3.49
O 8.59 -5.79 3.24
O 6.70 -4.77 3.22
H 5.19 -9.79 6.06
H 7.57 -9.90 5.42
H 8.61 -7.98 4.21
H 4.89 -5.90 4.29
H 3.83 -7.80 5.50
C -4.26 -0.66 -1.21
C -5.37 -1.04 -0.47
C -5.29 -1.11 0.91
C -4.08 -0.80 1.51
C -2.96 -0.42 0.79
C -3.06 -0.35 -0.59
N -4.00 -0.86 2.97
O -4.98 -1.16 3.60
O -2.91 -0.60 3.50
H -4.33 -0.60 -2.29
H -6.31 -1.27 -0.97
H -6.14 -1.39 1.51
H -2.05 -0.16 1.30
H -2.21 -0.04 -1.18
C 7.54 -3.61 6.08
C 6.19 -3.79 6.34
C 5.73 -3.95 7.63
C 6.66 -3.92 8.66
C 8.01 -3.75 8.43
C 8.46 -3.60 7.13
N 6.18 -4.08 10.04
O 4.99 -4.25 10.21
O 7.00 -4.04 10.93
H 7.88 -3.49 5.06
H 5.50 -3.82 5.51
H 4.69 -4.10 7.86
H 8.70 -3.74 9.27
H 9.51 -3.47 6.93
C -4.93 3.93 -6.25
C -6.13 3.61 -5.62
C -6.11 3.15 -4.31
C -4.88 3.02 -3.67
C -3.68 3.34 -4.29
C -3.72 3.79 -5.59
N -4.85 2.53 -2.29
O -5.90 2.21 -1.76
O -3.77 2.43 -1.74
H -4.95 4.30 -7.27
H -7.07 3.72 -6.13
H -7.01 2.89 -3.78
H -2.76 3.23 -3.75
H -2.80 4.05 -6.09
C 1.68 4.45 -2.00
C 0.58 5.11 -1.47
C -0.34 5.71 -2.31
C -0.13 5.64 -3.68
C 0.96 4.99 -4.23
C 1.87 4.39 -3.37
N -1.11 6.27 -4.58
O -2.06 6.84 -4.07
O -0.93 6.17 -5.78
H 2.40 3.98 -1.34
H 0.43 5.16 -0.40
H -1.21 6.24 -1.93
H 1.09 4.96 -5.30
H 2.73 3.87 -3.77
C 7.34 6.51 -5.57
C 6.30 6.80 -4.70
C 5.79 5.81 -3.87
C 6.35 4.55 -3.94
C 7.38 4.23 -4.80
C 7.88 5.23 -5.62
N 5.81 3.49 -3.06
O 4.88 3.78 -2.33
O 6.32 2.39 -3.12
H 7.74 7.28 -6.21
H 5.88 7.79 -4.67
H 4.98 6.00 -3.19
H 7.78 3.23 -4.81
H 8.69 5.01 -6.30
C -12.56 1.57 -3.83
C -13.09 1.66 -5.11
C -12.38 2.29 -6.12
C -11.14 2.81 -5.82
C -10.59 2.74 -4.55
C -11.31 2.12 -3.55
N -10.37 3.48 -6.89
O -10.89 3.58 -7.98
O -9.26 3.90 -6.62
H -13.12 1.08 -3.05
H -14.06 1.24 -5.33
H -12.77 2.38 -7.13
H -9.62 3.18 -4.37
H -10.90 2.05 -2.55
C 1.28 -12.06 9.31
C 2.04 -13.08 8.75
C 2.42 -13.02 7.42
C 2.01 -11.93 6.67
C 1.24 -10.90 7.20
C 0.88 -10.98 8.53
N 2.42 -11.85 5.25
O 3.08 -12.77 4.81
O 2.07 -10.87 4.62
H 0.99 -12.11 10.35
H 2.35 -13.92 9.36
H 3.01 -13.80 6.96
H 0.95 -10.08 6.57
H 0.28 -10.19 8.97
C -2.41 9.36 -6.34
C -1.36 9.72 -7.17
C -1.43 10.88 -7.93
C -2.57 11.66 -7.82
C -3.63 11.32 -7.00
C -3.54 10.16 -6.26
N -2.65 12.90 -8.61
O -1.72 13.17 -9.34
O -3.65 13.58 -8.49
H -2.34 8.45 -5.75
H -0.48 9.09 -7.24
H -0.63 11.19 -8.59
H -4.50 11.97 -6.96
H -4.36 9.87 -5.61
```

Below is a structure of composition C55H52BrCl6N5O5SeSiTi, with properties calculated with wB97M-V/def2-TZVPD.

## Properties
Total charge ... -2
E_HOMO ... 0.16 eV
LUMO energy ... 3.4 eV
Total energy ... -11652.94454 a.u.
Orbital gap ... 3.216 eV
F_max ... 1.6 eV Å⁻¹

Structure (XYZ):
```
127
C55H52BrCl6N5O5SeSiTi (wB97M-V/def2-TZVPD)
Ti 0.39 -0.87 -0.58
Cl 2.73 -6.51 2.41
C 1.71 -5.20 1.91
C 0.36 -5.19 2.25
Cl -0.30 -6.48 3.21
C -0.46 -4.13 1.84
Cl -2.14 -4.09 2.24
C 0.06 -3.07 1.10
O -0.61 -2.03 0.70
C 1.44 -3.07 0.76
O 1.85 -2.02 0.09
C 2.24 -4.14 1.17
Cl 3.92 -4.12 0.71
Cl -6.00 -3.20 -2.58
C -4.30 -2.78 -2.38
C -3.35 -3.65 -2.91
C -2.01 -3.27 -2.73
Cl -0.77 -4.31 -3.40
C -1.60 -2.14 -2.05
O -0.28 -1.86 -1.93
C -2.61 -1.27 -1.48
C -2.30 -0.15 -0.72
O -1.05 0.23 -0.39
C -3.98 -1.64 -1.71
H -3.60 -4.56 -3.42
H -3.12 0.47 -0.35
H -4.76 -1.01 -1.31
C 5.76 0.74 -2.51
C 4.49 0.71 -1.67
C 4.76 -0.10 -0.39
C 4.11 2.14 -1.27
Si 2.98 -0.11 -2.51
O 1.77 0.04 -1.44
C 3.42 -1.86 -3.06
C 4.48 -2.04 -3.96
C 4.84 -3.30 -4.43
C 4.13 -4.42 -4.00
C 3.06 -4.26 -3.14
C 2.71 -3.00 -2.68
C 2.45 0.66 -4.16
C 2.91 1.84 -4.73
C 2.44 2.27 -5.97
C 1.50 1.52 -6.66
C 1.01 0.34 -6.09
C 1.47 -0.07 -4.86
H 6.55 1.30 -1.99
H 5.60 1.23 -3.48
H 6.14 -0.26 -2.70
H 5.49 0.42 0.24
H 5.14 -1.09 -0.63
H 3.84 -0.24 0.18
H 4.85 2.55 -0.56
H 3.13 2.15 -0.78
H 4.05 2.81 -2.13
H 5.03 -1.18 -4.32
H 5.67 -3.41 -5.12
H 4.42 -5.41 -4.35
H 2.49 -5.13 -2.83
H 1.85 -2.89 -2.03
H 3.65 2.43 -4.21
H 2.79 3.21 -6.39
H 1.13 1.86 -7.62
H 0.26 -0.23 -6.62
H 1.08 -0.98 -4.41
Br 1.63 3.79 0.96
C 2.14 2.10 1.71
C 3.23 2.09 2.56
C 3.53 0.89 3.19
C 2.68 -0.19 3.00
C 1.60 -0.04 2.14
N 1.35 1.08 1.46
H 3.80 2.99 2.73
H 4.39 0.81 3.85
H 2.83 -1.13 3.50
H 0.86 -0.82 2.06
C -0.18 5.21 4.94
C 0.60 4.16 5.73
C 0.50 2.75 5.13
C -0.70 1.93 5.58
N -1.96 2.42 5.07
C -2.40 2.22 3.78
Se -1.55 1.29 2.46
N -3.60 2.88 3.68
C -4.44 2.88 2.50
C -4.57 4.24 1.81
C -3.41 4.62 0.89
C -2.13 5.04 1.61
C -3.94 3.43 4.90
C -5.06 4.14 5.31
C -5.11 4.55 6.64
C -4.08 4.25 7.52
C -2.96 3.54 7.11
C -2.90 3.14 5.78
H -0.05 6.20 5.37
H -1.25 4.99 4.92
H 0.17 5.24 3.90
H 0.24 4.14 6.77
H 1.65 4.45 5.76
H 1.39 2.17 5.40
H 0.47 2.81 4.04
H -0.77 1.89 6.67
H -0.58 0.91 5.20
H -5.43 2.52 2.79
H -4.00 2.16 1.81
H -4.69 5.02 2.57
H -5.49 4.22 1.22
H -3.74 5.44 0.25
H -3.18 3.77 0.24
H -2.34 5.80 2.37
H -1.41 5.45 0.90
H -1.65 4.19 2.09
H -5.86 4.38 4.62
H -5.97 5.11 6.99
H -4.15 4.56 8.56
H -2.15 3.32 7.80
N -3.07 6.04 -3.76
C -2.55 5.04 -3.53
C -1.90 3.79 -3.26
C -0.96 3.67 -2.23
C -0.31 2.46 -2.08
N -0.58 1.39 -2.82
C -1.46 1.50 -3.79
C -2.15 2.68 -4.06
H -0.73 4.51 -1.59
H 0.45 2.32 -1.32
H -1.65 0.61 -4.38
H -2.86 2.74 -4.87
```

Below is a cluster of 8 separate species, C55H55BrF7N3O2 in total, with properties calculated with wB97M-V/def2-TZVPD.

## Properties
E_HOMO ... -9.13 eV
Structure (SMILES) ... CCCN[C@H](C#N)[C@](C#N)(COCCC)CC(=O)Br.Fc1ccccc1.Fc1ccccc1.Fc1ccccc1.Fc1ccccc1.Fc1ccccc1.Fc1ccccc1.Fc1ccccc1
LUMO energy ... -0.2 eV
Total energy ... -5716.41746 a.u.
Orbital gap ... 8.967 eV
F_max ... 7.0 eV Å⁻¹

Structure (XYZ):
```
123
C55H55BrF7N3O2 (wB97M-V/def2-TZVPD)
C 1.80 -2.02 3.24
C 1.46 -2.12 1.66
C -0.12 -1.85 1.36
N -0.60 -0.74 2.27
C -1.94 -0.22 1.78
C -1.75 0.71 0.46
N -1.72 1.35 -0.58
C -2.81 0.51 2.91
C -3.15 -0.52 4.13
N -3.46 -1.21 5.07
C -4.26 0.83 2.23
O -4.87 -0.32 1.63
C -6.14 -0.68 2.25
C -6.35 -2.27 2.03
C -5.86 -2.80 0.59
C -2.24 1.92 3.41
C -0.77 1.89 4.07
O 0.04 2.81 3.72
Br -0.12 0.59 5.41
H 1.94 -0.93 3.58
H 0.99 -2.58 3.84
H 2.79 -2.60 3.41
H 2.10 -1.32 1.11
H 1.80 -3.13 1.19
H -0.71 -2.83 1.53
H -0.16 -1.51 0.24
H 0.10 0.01 2.14
H -2.49 -1.17 1.39
H -4.91 1.25 3.11
H -4.16 1.73 1.50
H -6.15 -0.50 3.39
H -6.96 -0.05 1.71
H -7.50 -2.44 2.11
H -5.85 -2.91 2.87
H -4.70 -2.88 0.51
H -6.22 -2.09 -0.24
H -6.24 -3.87 0.35
H -2.24 2.71 2.57
H -2.96 2.29 4.25
F -4.59 -4.84 -0.37
C -3.59 -5.72 -0.24
C -2.99 -6.25 -1.37
C -1.94 -7.16 -1.22
C -1.51 -7.53 0.05
C -2.12 -6.99 1.18
C -3.16 -6.08 1.04
H -3.34 -5.96 -2.35
H -1.46 -7.58 -2.10
H -0.70 -8.24 0.16
H -1.79 -7.29 2.17
H -3.65 -5.64 1.90
F 3.37 -2.12 -0.46
C 3.30 -1.19 -1.43
C 2.11 -0.50 -1.62
C 2.04 0.47 -2.62
C 3.15 0.73 -3.42
C 4.34 0.03 -3.22
C 4.41 -0.93 -2.21
H 1.25 -0.72 -1.00
H 1.11 1.02 -2.78
H 3.09 1.48 -4.20
H 5.20 0.23 -3.84
H 5.33 -1.48 -2.03
F 6.74 0.14 -5.49
C 6.19 -0.15 -6.68
C 6.59 0.55 -7.80
C 6.03 0.25 -9.04
C 5.05 -0.74 -9.13
C 4.64 -1.43 -7.99
C 5.22 -1.14 -6.76
H 7.35 1.32 -7.71
H 6.34 0.79 -9.93
H 4.60 -0.97 -10.09
H 3.88 -2.19 -8.07
H 4.92 -1.67 -5.87
F 6.88 -2.52 6.21
C 6.39 -1.47 5.53
C 6.29 -0.24 6.16
C 5.79 0.85 5.46
C 5.38 0.70 4.14
C 5.49 -0.54 3.51
C 6.00 -1.63 4.21
H 6.60 -0.14 7.20
H 5.71 1.82 5.94
H 4.98 1.55 3.59
H 5.17 -0.66 2.48
H 6.10 -2.60 3.74
F -3.75 6.22 5.92
C -2.67 6.42 5.15
C -2.51 7.63 4.49
C -1.39 7.84 3.70
C -0.44 6.83 3.56
C -0.61 5.61 4.21
C -1.72 5.41 5.02
H -3.26 8.40 4.61
H -1.25 8.79 3.19
H 0.44 6.99 2.93
H 0.13 4.82 4.10
H -1.87 4.47 5.54
F -2.19 7.25 -3.69
C -2.27 6.66 -2.48
C -2.39 7.45 -1.35
C -2.48 6.85 -0.10
C -2.44 5.46 0.00
C -2.32 4.67 -1.15
C -2.24 5.28 -2.40
H -2.41 8.53 -1.44
H -2.58 7.45 0.79
H -2.51 4.98 0.98
H -2.29 3.59 -1.07
H -2.15 4.69 -3.30
F 2.07 -1.72 -5.37
C 0.85 -2.23 -5.14
C -0.23 -1.76 -5.87
C -1.50 -2.29 -5.65
C -1.67 -3.28 -4.68
C -0.58 -3.75 -3.95
C 0.69 -3.22 -4.19
H -0.08 -0.98 -6.61
H -2.35 -1.93 -6.22
H -2.66 -3.69 -4.50
H -0.72 -4.52 -3.20
H 1.55 -3.58 -3.63
```